Here is a structure of composition C10H6Cl5CuN2O3 from the Open Molecules 2025 dataset. Energies are from wB97M-V/def2-TZVPD.

Properties
- Orbital gap: 5.0 eV
- Max |F|: 0.3 eV Å⁻¹
- Charge: -2
- Multiplicity: 1
- LUMO energy: 4.223 eV
- Highest occupied orbital energy: -0.79 eV
- Molecular weight: 442.98 g mol⁻¹

Structure (XYZ):
```
27
C10H6Cl5CuN2O3 | the Open Molecules 2025 dataset | wB97M-V/def2-TZVPD
Cu 0.36 -0.44 0.38
N 0.21 -1.27 -2.31
C 1.31 -0.44 -2.80
C 2.48 -0.34 -1.81
O 3.63 -0.33 -2.33
N 2.14 -0.30 -0.55
C 3.21 -0.46 0.42
C 2.81 -1.39 1.59
O 3.73 -1.81 2.31
O 1.57 -1.61 1.73
H 0.54 -2.21 -2.09
H -0.53 -1.34 -2.99
H 0.92 0.57 -2.96
H 1.76 -0.78 -3.74
H 3.46 0.51 0.89
H 4.13 -0.83 -0.03
Cl -1.20 1.90 -1.39
C -1.99 1.36 0.09
C -1.38 0.36 0.84
C -2.10 0.02 1.99
Cl -1.47 -1.26 3.00
C -3.29 0.62 2.39
Cl -4.12 0.15 3.85
C -3.84 1.63 1.60
Cl -5.32 2.41 2.07
C -3.18 2.00 0.43
Cl -3.86 3.27 -0.56
```

natural (NBO) population analysis, charges in e, atoms 1 to 6: atom 1 (Cu): 0.778, atom 2 (N): -0.837, atom 3 (C): -0.292, atom 4 (C): 0.600, atom 5 (O): -0.792, atom 6 (N): -0.752